{
  "formula": "C2H11N8",
  "method": "ωB97M-V/def2-TZVPD",
  "smiles": "[H]/N=C(N)\\[N+](=N\\N)NC(N)N",
  "homo_energy_ha": -0.495,
  "e_lumo_ev": -4.12,
  "gap_ev": 9.34,
  "de_lowest_kcal_mol": 13.13,
  "charge": 1,
  "max_force_ev_per_a": 5.07,
  "species": ["H", "N", "C", "N", "N", "N", "N", "N", "C", "N", "N", "H", "H", "H", "H", "H", "H", "H", "H", "H", "H"],
  "xyz": [[1.201252, 2.383620, -0.328123], [2.164474, 1.834372, -0.327956], [2.273770, 0.655238, 0.071818], [3.426890, -0.050131, 0.115687], [1.091297, -0.196346, 0.335945], [1.068706, -1.384626, -0.131387], [0.030849, -2.154550, -0.017288], [-0.387799, 0.422819, 0.692388], [-1.438913, 0.212480, -0.240833], [-2.232136, -0.980492, 0.165810], [-2.146580, 1.451840, -0.243592], [4.161662, 0.551197, 0.052977], [3.574632, -0.803330, 0.833342], [0.254281, -3.010028, -0.592573], [-1.053690, -1.893616, 0.153966], [-0.202407, 1.468430, 0.653990], [-0.972599, 0.048797, -1.256487], [-3.006511, -1.173654, -0.569983], [-2.650844, -0.883397, 1.059941], [-2.449975, 1.965705, -1.033105], [-2.706350, 1.535676, 0.605460]],
  "atomic_forces_ev_per_a": [[2.70, -2.07, -0.19], [-2.04, 2.19, 0.48], [-1.45, 0.02, -0.61], [-1.69, -2.83, 1.52], [-4.52, -0.67, -0.22], [-0.01, -0.02, 1.00], [1.69, -0.83, -1.73], [4.65, 1.23, 1.60], [-0.48, 0.13, -2.78], [-0.94, -0.20, -3.08], [-0.17, -0.61, 1.96], [2.72, 1.83, -0.36], [-0.56, 1.16, -1.19], [-0.48, 0.99, 1.19], [0.62, 0.58, 0.10], [-0.15, -1.88, 0.35], [-0.95, -0.15, 0.70], [1.72, 0.50, 1.76], [-0.45, 0.32, 0.97], [-0.20, -0.10, -0.79], [-0.02, 0.41, -0.69]],
  "nbo_charge": [0.38, -0.66, 0.55, -0.78, -0.05, 0.13, -0.52, -0.47, 0.21, -0.84, -0.87, 0.41, 0.42, 0.41, 0.43, 0.41, 0.20, 0.42, 0.40, 0.42, 0.39]
}